[1]
{"formula": "C4H10Br2N", "method": "wB97M-V/def2-TZVPD", "e_homo_ha": -0.520, "charge": 1, "multiplicity": 1, "relative_energy_kj_mol": 106.73, "orbital_gap_ev": 10.92, "species": ["C", "C", "C", "C", "N", "Br", "Br", "H", "H", "H", "H", "H", "H", "H", "H", "H", "H"], "xyz": [[0.153, 0.124, -1.221], [1.047, -0.685, 0.826], [-1.270, 0.430, 0.709], [-2.987, -0.144, 0.138], [-0.155, -0.428, 0.075], [-2.676, -1.309, -1.403], [-4.050, 1.325, -0.361], [0.262, 1.235, -1.045], [1.109, -0.278, -1.604], [-0.636, -0.029, -1.946], [1.511, 0.332, 1.060], [1.056, -1.111, 1.949], [1.723, -1.343, 0.287], [-1.128, 1.463, 0.416], [-1.361, 0.280, 1.802], [-3.484, -0.832, 0.914], [-0.661, -1.347, -0.177]], "forces_ev_per_angstrom": [[1.68, 2.59, -1.33], [2.50, 1.06, 4.34], [-2.68, -1.94, 0.03], [2.76, -0.63, 1.00], [-3.73, -2.08, 0.35], [-0.63, -0.35, 0.27], [-0.02, 0.22, 0.29], [0.19, -1.14, -0.56], [-0.58, 0.15, 0.23], [0.01, -0.04, 0.20], [-0.23, -1.31, -0.86], [-1.27, 0.58, -2.65], [-0.07, 0.27, -0.29], [-0.14, 0.00, 0.00], [0.53, 0.07, -0.70], [0.96, 1.45, -1.00], [0.72, 1.09, 0.67]]}

=====

[2]
{"formula": "C4H10BrPS", "method": "wB97M-V/def2-TZVPD", "e_homo_ha": -0.331, "smiles": "CC(C)[P@@](C)(=S)Br", "multiplicity": 1, "relative_energy_kj_mol": 58.73, "orbital_gap_ev": 9.08, "species": ["C", "C", "C", "P", "C", "S", "Br", "H", "H", "H", "H", "H", "H", "H", "H", "H", "H"], "xyz": [[1.484, -0.928, 0.321], [0.383, -0.720, -0.747], [0.711, 0.079, -1.950], [-1.267, 0.459, 0.118], [-1.047, 0.782, 1.942], [-1.500, 2.165, -0.685], [-2.997, -1.046, 0.196], [1.133, -1.135, 1.287], [2.343, -1.648, -0.028], [2.075, 0.018, 0.267], [-0.211, -1.613, -0.949], [0.654, -0.500, -2.873], [1.592, 0.790, -1.801], [-0.130, 0.859, -1.949], [-0.844, -0.115, 2.534], [-0.272, 1.602, 2.020], [-2.106, 0.953, 2.296]], "forces_ev_per_angstrom": [[2.18, 0.85, -3.20], [-1.44, 0.13, 1.98], [-0.51, 2.38, 0.23], [1.76, -1.64, 1.44], [-0.87, -0.45, -0.22], [-0.50, 0.53, -0.69], [0.52, 0.47, -0.17], [-0.33, -0.44, 1.29], [-2.02, 0.68, 0.59], [-0.56, -0.38, 0.75], [0.23, -0.01, -0.08], [0.47, 0.27, 0.02], [-0.70, -1.48, -0.48], [1.07, -0.86, -1.02], [0.73, -0.01, -0.32], [-1.26, -0.90, 0.27], [1.24, 0.87, -0.40]]}

=====

[3]
{"formula": "C4H10Cl2N2", "method": "wB97M-V/def2-TZVPD", "e_homo_ha": [-0.280, -0.251], "multiplicity": 1, "relative_energy_kj_mol": 174.37, "orbital_gap_ev": [8.32, 7.23], "species": ["C", "C", "C", "C", "N", "N", "Cl", "Cl", "H", "H", "H", "H", "H", "H", "H", "H", "H", "H"], "xyz": [[-2.135, -0.161, 0.033], [-0.619, -0.099, 0.227], [2.554, 0.004, 0.996], [0.045, 1.124, -0.245], [2.299, -1.352, 0.820], [0.145, 1.205, -1.636], [3.476, 0.586, -0.442], [-0.243, 2.768, 0.426], [-2.459, 0.381, 0.882], [-2.614, 0.171, -0.904], [-2.520, -1.234, 0.144], [-0.586, -0.175, 1.319], [-0.023, -0.967, -0.086], [2.909, 0.258, 1.921], [1.933, -1.724, -0.047], [2.541, -2.161, 1.423], [0.932, 1.853, -1.844], [0.097, 0.306, -2.114]], "forces_ev_per_angstrom": [[-0.70, -2.28, -0.91], [-0.39, -0.31, 1.36], [-0.64, -2.48, -3.55], [0.16, 0.45, -0.84], [-0.40, -1.16, 0.73], [1.03, 0.93, 0.71], [-0.13, 0.50, 0.64], [-0.02, -1.12, 0.07], [-1.20, 0.71, 0.43], [0.66, 0.31, 0.33], [0.63, 1.30, 0.10], [0.69, 0.16, -0.04], [-0.43, 0.25, -0.44], [0.93, 0.96, 2.04], [0.23, 0.69, -0.05], [-0.02, 1.58, -0.06], [-0.87, -1.02, -0.61], [0.47, 0.53, 0.10]]}

=====

[4]
{"formula": "C4H10Cl2SSi", "method": "wB97M-V/def2-TZVPD", "e_homo_ha": -0.334, "smiles": "CCCS[Si](C)(Cl)Cl", "multiplicity": 1, "relative_energy_kj_mol": 0.00, "orbital_gap_ev": 9.66, "species": ["C", "C", "C", "S", "Si", "C", "Cl", "Cl", "H", "H", "H", "H", "H", "H", "H", "H", "H", "H"], "xyz": [[1.544, 0.744, 1.802], [0.144, 0.385, 1.262], [-0.019, -1.116, 1.012], [-1.634, -1.581, 0.202], [-1.722, -0.125, -1.540], [-0.005, -0.091, -2.289], [-2.546, 1.702, -0.895], [-3.123, -1.082, -2.662], [1.570, 1.752, 2.289], [1.941, 0.001, 2.511], [2.269, 0.798, 0.904], [-0.022, 0.974, 0.412], [-0.625, 0.594, 1.974], [0.793, -1.380, 0.323], [0.259, -1.627, 1.996], [0.620, -0.536, -1.669], [0.249, -0.413, -3.324], [0.306, 1.001, -2.308]], "forces_ev_per_angstrom": [[0.87, 0.53, -1.10], [0.64, -1.15, 1.65], [1.30, 0.25, -0.16], [0.60, 1.06, -0.27], [0.12, -1.32, 1.58], [-2.17, 4.12, -3.45], [0.61, -0.77, -0.55], [-0.13, 0.18, -0.27], [-0.11, -0.87, -0.40], [-0.19, 0.24, -0.20], [-0.93, -0.16, 1.44], [-0.45, 0.74, -1.36], [-0.51, 0.73, 0.58], [-0.20, -0.42, 0.05], [-1.14, 0.21, -1.36], [2.87, -2.24, 3.00], [-0.91, -0.13, 0.68], [-0.29, -1.01, 0.15]]}

=====

[5]
{"formula": "C4H10Cl2Si", "method": "wB97M-V/def2-TZVPD", "e_homo_ha": [-0.273, -0.286], "multiplicity": 1, "relative_energy_kj_mol": 390.82, "orbital_gap_ev": [6.57, 8.38], "species": ["C", "C", "C", "C", "Si", "Cl", "Cl", "H", "H", "H", "H", "H", "H", "H", "H", "H", "H"], "xyz": [[-1.489, 0.818, -0.640], [1.583, -0.040, -1.237], [-0.202, 1.522, -0.167], [0.867, 0.560, -0.082], [-0.485, -1.832, 1.869], [1.092, -2.907, 2.701], [-1.457, -3.180, 0.705], [-2.015, 1.547, -1.151], [-1.975, 0.533, 0.342], [-1.314, 0.051, -1.419], [2.574, 0.450, -1.311], [1.683, -1.159, -1.258], [1.032, 0.330, -2.152], [0.156, 2.191, -0.959], [-0.180, 2.097, 0.733], [1.084, 0.235, 0.935], [-0.953, -1.218, 3.091]], "forces_ev_per_angstrom": [[0.66, -0.17, 1.90], [-0.60, 0.63, -1.05], [0.93, -0.09, -2.24], [1.04, -2.15, 1.94], [1.77, 0.33, -0.67], [0.05, 0.06, -0.13], [-0.72, -0.28, 0.01], [-1.87, 1.48, -0.71], [-0.01, -0.37, -1.64], [0.10, -0.09, 1.07], [-0.12, -0.53, 0.02], [-0.06, 1.14, 0.13], [0.59, -0.77, 0.58], [-0.42, 0.41, -0.15], [-0.95, 0.32, 0.68], [0.66, 0.03, -0.23], [-1.05, 0.06, 0.50]]}

=====

[6]
{"formula": "C4H10ClNSi", "method": "wB97M-V/def2-TZVPD", "e_homo_ha": [-0.152, -0.324], "multiplicity": 3, "relative_energy_kj_mol": 52.97, "orbital_gap_ev": [4.73, 5.05], "species": ["C", "C", "C", "C", "N", "Si", "Cl", "H", "H", "H", "H", "H", "H", "H", "H", "H", "H"], "xyz": [[-0.386, 1.021, -2.374], [-1.062, 1.051, -1.246], [1.704, -0.352, 0.046], [-1.521, -0.499, 1.834], [1.079, 0.791, 0.755], [-0.588, 0.899, 0.647], [-1.247, 2.644, 1.429], [-0.814, 1.613, -3.234], [0.701, 0.883, -2.287], [-2.078, 1.400, -1.246], [0.897, -0.859, -0.519], [2.411, -0.118, -0.689], [2.131, -1.043, 0.756], [-2.436, 0.003, 2.298], [-1.765, -1.352, 1.049], [-0.806, -0.763, 2.475], [1.749, 1.413, 1.107]], "forces_ev_per_angstrom": [[2.62, -0.03, -3.11], [-1.58, 0.09, 3.74], [-2.32, -0.54, 0.77], [-3.31, 1.01, -5.16], [0.77, -2.08, -1.21], [-2.38, -0.42, -1.04], [-0.15, 0.89, 0.80], [0.67, -0.73, 0.76], [-0.19, 0.21, -0.75], [-0.82, -0.02, 0.88], [0.37, -0.01, 0.38], [1.22, 0.96, -0.93], [0.24, -0.27, 0.27], [1.33, -0.84, -0.77], [0.26, 1.71, 2.00], [2.65, -1.24, 2.83], [0.62, 1.31, 0.54]]}

=====

[7]
{"formula": "C4H10ClO7P2S", "method": "wB97M-V/def2-TZVPD", "e_homo_ha": -0.506, "charge": 1, "multiplicity": 1, "orbital_gap_ev": 6.33, "species": ["O", "P", "S", "Cl", "P", "O", "O", "O", "H", "H", "H", "H", "C", "C", "C", "O", "C", "O", "O", "H", "H", "H", "H", "H", "H"], "xyz": [[-1.562, -1.628, 2.243], [-1.291, -2.899, 1.306], [0.204, -2.240, -0.131], [-0.854, -1.206, -1.606], [1.062, -4.069, -0.863], [0.367, -5.330, -0.159], [0.804, -4.163, -2.582], [2.759, -4.047, -0.391], [-2.486, -3.170, 0.541], [-0.854, -4.046, 2.062], [0.842, -3.268, -3.031], [2.766, -3.405, 0.403], [-1.399, 3.252, -0.903], [-0.605, 2.860, 0.327], [0.387, 3.899, 0.753], [1.399, 3.130, 1.374], [1.350, 1.888, 0.805], [2.202, 1.029, 0.947], [0.218, 1.738, 0.052], [-2.172, 2.503, -1.107], [-1.885, 4.224, -0.773], [-0.759, 3.288, -1.792], [-1.283, 2.594, 1.148], [-0.043, 4.614, 1.461], [0.831, 4.451, -0.084]], "forces_ev_per_angstrom": [[1.46, -4.62, -3.76], [-3.72, 4.31, 5.17], [0.17, 1.93, -1.08], [0.84, -1.17, 1.25], [0.47, -7.95, -0.72], [2.28, 5.82, -2.51], [0.92, 2.04, 3.82], [-4.41, 2.26, -0.07], [1.12, -0.29, -0.04], [0.26, 0.41, -1.06], [0.17, -1.23, 0.50], [0.54, -1.30, -1.42], [-0.17, -0.42, -0.25], [-1.22, 0.74, -0.60], [-0.25, 0.94, 0.24], [0.29, -1.40, -0.37], [1.60, -1.04, 0.51], [-1.82, 1.45, -0.38], [1.11, -0.42, 0.52], [0.01, 0.19, 0.07], [0.07, -0.16, 0.05], [0.04, 0.15, 0.24], [0.15, 0.05, -0.02], [0.22, -0.18, -0.04], [-0.14, -0.11, -0.03]]}

=====

[8]
{"formula": "C4H10FN", "method": "wB97M-V/def2-TZVPD", "e_homo_ha": -0.327, "smiles": "C[C@H](CN)CF", "multiplicity": 1, "relative_energy_kj_mol": 322.59, "orbital_gap_ev": 9.97, "species": ["C", "C", "C", "N", "C", "F", "H", "H", "H", "H", "H", "H", "H", "H", "H", "H"], "xyz": [[-1.342, -1.371, -0.076], [-0.319, -0.600, 0.324], [-0.524, 0.894, 0.750], [-0.758, 1.518, -0.556], [0.984, -0.493, -0.479], [1.998, 0.003, 0.231], [-1.002, -2.334, -0.773], [-2.158, -1.601, 0.564], [-1.910, -0.821, -0.961], [-0.208, -1.216, 1.289], [-1.272, 1.135, 1.362], [0.307, 1.048, 1.451], [0.124, 1.554, -1.195], [-1.469, 2.370, -0.611], [0.930, 0.135, -1.539], [1.195, -1.507, -0.882]], "forces_ev_per_angstrom": [[-5.82, -3.52, -9.47], [5.20, 3.13, 5.86], [1.87, -1.91, -2.83], [0.17, 2.99, -1.11], [-1.46, -1.51, -4.04], [1.15, 0.39, 0.90], [-0.72, 1.92, 2.32], [-0.15, -0.49, 1.04], [0.66, -0.77, 1.31], [1.92, 1.26, -0.46], [-3.79, 0.30, 2.10], [0.70, 1.04, -0.98], [-2.72, 0.74, 1.84], [2.73, -2.38, 0.28], [-0.17, -1.51, 2.73], [0.42, 0.31, 0.52]]}

=====

[9]
{"formula": "C4H10FNO3SSn", "method": "wB97M-V/def2-TZVPD", "e_homo_ha": -0.610, "charge": 2, "multiplicity": 1, "orbital_gap_ev": 4.05, "species": ["C", "C", "C", "C", "N", "O", "S", "O", "O", "F", "H", "H", "H", "H", "H", "H", "H", "H", "H", "H", "Sn"], "xyz": [[2.291, 0.222, 0.470], [0.995, 0.537, -0.388], [-0.061, -0.577, -0.088], [-0.897, -1.010, -1.323], [-0.796, -0.209, 1.108], [-1.388, -1.263, 1.758], [-1.945, 1.072, 0.907], [-3.196, 0.504, 0.667], [-1.853, 1.895, 2.023], [-1.480, 1.794, -0.417], [1.929, -0.221, 1.397], [2.900, 1.114, 0.709], [2.890, -0.538, -0.050], [0.662, 1.526, -0.058], [1.292, 0.487, -1.471], [0.537, -1.446, 0.181], [-0.386, -0.724, -2.238], [-0.918, -2.097, -1.340], [-1.931, -0.686, -1.292], [-1.531, -2.013, 1.152], [2.887, 1.633, -1.706]], "forces_ev_per_angstrom": [[-0.43, 0.19, -1.65], [1.35, -0.15, 2.18], [-0.41, -0.60, -1.34], [0.39, -0.41, 0.50], [1.30, 1.46, -1.16], [0.18, -0.46, 0.43], [-2.22, -1.54, 1.49], [-1.03, -0.85, -1.43], [1.60, 1.68, 0.58], [0.63, -0.09, 0.22], [0.24, 0.27, 0.42], [0.12, -0.06, 0.51], [0.22, -0.18, 0.32], [-0.32, 0.16, -0.66], [-1.40, -0.46, -0.43], [0.09, -0.05, 0.26], [-0.27, 0.18, -0.25], [-0.10, -0.13, -0.05], [0.00, 0.37, -0.17], [-0.41, 0.36, -0.15], [0.48, 0.31, 0.38]]}

=====

[10]
{"formula": "C4H10FPS", "method": "wB97M-V/def2-TZVPD", "e_homo_ha": -0.344, "smiles": "CCP(F)(=S)CC", "multiplicity": 1, "relative_energy_kj_mol": 77.04, "orbital_gap_ev": 10.00, "species": ["C", "C", "P", "F", "S", "C", "C", "H", "H", "H", "H", "H", "H", "H", "H", "H", "H"], "xyz": [[1.202, 2.095, -1.374], [0.430, 1.544, -0.175], [0.138, -0.235, -0.358], [1.917, -0.638, -0.008], [-0.404, -0.877, -2.086], [-0.824, -0.813, 1.118], [-1.149, -2.235, 0.971], [2.297, 1.962, -0.981], [0.896, 1.368, -2.212], [1.111, 3.206, -1.661], [-0.639, 1.917, 0.032], [1.054, 1.653, 0.819], [-0.309, -0.777, 2.024], [-1.706, -0.286, 0.970], [-1.808, -2.483, 0.051], [-0.294, -2.921, 1.138], [-1.911, -2.478, 1.732]], "forces_ev_per_angstrom": [[1.40, -0.21, 0.01], [-0.88, 0.68, 2.39], [3.69, -0.39, 0.69], [-3.55, 0.32, -0.41], [-0.01, 0.06, 0.65], [1.84, -0.78, -2.66], [-2.51, -2.89, -0.78], [-1.74, 0.06, -1.61], [1.11, 1.63, 0.66], [-0.37, -1.82, 0.60], [1.53, -0.03, -0.44], [-1.46, -0.17, -1.78], [0.82, 1.30, 1.46], [-1.62, 1.52, 0.52], [1.80, 0.34, 0.95], [-0.55, 0.37, -0.53], [0.50, -0.01, 0.27]]}

=====

[11]
{"formula": "C4H10I2NP", "method": "wB97M-V/def2-TZVPD", "e_homo_ha": [-0.294, -0.252], "multiplicity": 1, "relative_energy_kj_mol": 222.07, "orbital_gap_ev": [7.29, 5.99], "species": ["C", "C", "C", "C", "N", "P", "I", "I", "H", "H", "H", "H", "H", "H", "H", "H", "H", "H"], "xyz": [[-0.772, 1.637, -2.222], [-0.491, 1.036, 1.851], [3.371, -2.218, 0.810], [-1.170, -1.094, -0.242], [-0.556, 1.699, -0.819], [-0.198, 0.461, 0.086], [2.623, -0.319, 0.209], [-3.112, -0.806, 0.697], [-1.280, 2.455, -2.560], [-1.354, 0.796, -2.402], [0.192, 1.615, -2.729], [0.422, 1.555, 2.246], [-1.149, 1.829, 1.638], [-0.549, 0.090, 2.435], [3.116, -3.152, 0.311], [3.055, -2.214, 1.825], [-0.840, -2.011, 0.195], [-1.309, -1.358, -1.330]], "forces_ev_per_angstrom": [[2.11, -0.95, 1.00], [3.30, -1.50, -0.86], [-0.28, 1.06, -0.18], [-0.75, 0.32, -0.75], [0.19, -0.10, 1.62], [0.22, 0.86, 0.15], [0.25, -1.49, -0.23], [-0.03, -0.20, -0.42], [-1.38, 2.40, -0.79], [-0.98, -1.73, -1.20], [0.02, -0.25, -0.43], [-0.41, -0.60, -0.69], [-1.93, 0.37, 0.73], [-1.15, 1.13, 0.02], [-0.09, 0.47, -0.56], [0.15, -0.35, 0.97], [0.69, -0.27, 0.58], [0.07, 0.83, 1.04]]}

=====

[12]
{"formula": "C4H10IN", "method": "wB97M-V/def2-TZVPD", "e_homo_ha": -0.329, "smiles": "C/C=C/C.NI", "multiplicity": 1, "relative_energy_kj_mol": 55.01, "orbital_gap_ev": 8.85, "species": ["C", "C", "C", "C", "H", "H", "H", "H", "H", "H", "H", "H", "N", "I", "H", "H"], "xyz": [[-0.146, -1.410, -1.429], [0.557, -0.126, -0.890], [1.152, 0.058, 0.314], [1.686, 1.337, 0.921], [0.260, -1.682, -2.461], [0.231, -2.269, -0.726], [-1.228, -1.334, -1.488], [0.601, 0.782, -1.515], [1.284, -0.867, 0.885], [1.488, 2.128, 0.262], [1.201, 1.484, 1.895], [2.653, 1.205, 1.362], [-2.328, 0.032, 1.087], [-3.380, -0.257, -0.681], [-1.439, 0.085, 0.832], [-2.593, 0.835, 1.634]], "forces_ev_per_angstrom": [[3.16, -0.87, 0.57], [0.06, 0.82, 0.36], [-0.33, -1.39, -0.82], [-1.11, -2.21, 1.19], [-0.56, 0.48, 1.24], [-1.16, 1.36, -1.24], [0.41, -0.13, 0.13], [-0.55, -0.50, -0.07], [-0.16, 0.30, 0.33], [0.34, 1.42, -0.62], [-0.83, 0.29, -0.36], [1.28, 0.17, -0.85], [-4.80, -1.23, 0.91], [-0.29, 0.69, 1.02], [4.93, 0.45, -1.38], [-0.38, 0.34, -0.41]]}

=====

Number 1: total energy -145876.3768 eV. Number 2: total energy -94476.6725 eV. Number 3: total energy -32331.7528 eV. Number 4: total energy -48071.1898 eV. Number 5: total energy -37231.3293 eV. Number 6: total energy -26195.6624 eV. Number 7: total energy -60569.3399 eV. Number 8: total energy -8514.3354 eV. Number 9: total energy -31301.9224 eV. Number 10: total energy -27151.9592 eV. Number 11: total energy -31285.5097 eV. Number 12: total energy -13898.7292 eV.